Record 1
# C28H48O8S4

C28H48O8S4 as an isolated structure at a distorted geometry (wB97M-V/def2-TZVPD, the OMol25 dataset).

The calculated total energy is -89500.4441 eV. The charge is 0. Its HOMO-LUMO gap is 6.6978 eV. Its strongest force on any atom is 10.97 eV/Å.

Last column: Löwdin charge in e.
Geometry (Å):
1 S 2.189 -1.508 2.962  0.968
2 S -1.695 1.984 -0.420  1.139
3 S 2.694 -3.931 -1.166  0.990
4 S -1.810 -0.443 2.677  1.032
5 O 0.842 -0.310 -4.581  0.047
6 O 3.366 -1.303 3.936  -0.563
7 O 1.204 -3.614 -1.199  -0.577
8 O -0.881 -1.536 3.250  -0.603
9 O 0.181 5.792 0.605  0.110
10 O -0.296 1.639 -0.064  -0.583
11 O 1.115 1.564 -3.268  0.054
12 O 1.708 4.190 0.952  0.086
13 C 3.634 -3.011 -2.457  -0.288
14 C 1.933 0.283 2.610  -0.239
15 C 1.259 0.307 -3.422  -0.376
16 C -4.433 -2.779 -1.848  -0.049
17 C -1.594 1.252 3.395  -0.235
18 C 1.966 -0.616 -2.563  -0.109
19 C -0.215 3.778 2.015  -0.050
20 C 1.915 2.982 1.619  -0.143
21 C -3.115 -2.281 -1.690  -0.043
22 C 0.760 -1.668 4.113  -0.300
23 C -5.401 -1.841 -2.048  -0.136
24 C -2.735 1.975 1.098  -0.213
25 C 1.854 -0.892 0.374  -0.276
26 C -1.201 -0.125 1.023  -0.323
27 C 0.652 0.836 -0.841  -0.335
28 C -2.848 -0.920 -1.800  -0.111
29 C -5.185 -0.540 -1.972  -0.113
30 C 1.874 -1.880 -3.433  -0.220
31 C 1.732 0.399 -0.088  -0.094
32 C 3.439 -2.864 0.118  -0.265
33 C 0.544 2.481 1.869  -0.233
34 C 0.910 -1.821 0.023  -0.132
35 C 0.492 4.697 1.032  -0.482
36 C -3.905 -0.039 -1.879  -0.078
37 C -1.802 3.786 -0.856  -0.125
38 C -0.306 -0.079 -1.217  -0.244
39 C -0.166 -1.414 -0.857  -0.058
40 C 0.787 -1.682 -4.421  -0.154
41 H -1.849 -0.554 -1.611  -0.006
42 H 4.441 -3.241 0.325  0.075
43 H -6.047 0.109 -1.941  0.110
44 H 1.729 -2.721 -2.754  0.049
45 H 1.008 -1.823 5.162  0.072
46 H 1.002 -2.869 0.268  0.092
47 H -2.237 2.031 2.985  0.010
48 H 2.953 -0.225 -2.316  0.162
49 H -2.815 4.173 -0.971  0.077
50 H -1.929 -0.233 0.219  0.054
51 H 2.480 2.176 1.152  0.089
52 H -1.303 3.814 1.966  0.100
53 H -3.755 2.280 0.866  0.095
54 H -2.359 -2.957 -1.320  0.095
55 H 2.819 -2.155 -3.901  0.089
56 H -2.417 2.509 1.993  0.001
57 H -1.968 1.032 4.395  0.064
58 H -0.794 0.886 1.061  -0.017
59 H 2.436 3.226 2.545  0.153
60 H 0.203 -0.750 3.922  0.010
61 H 2.932 -3.147 1.040  0.036
62 H -6.444 -2.069 -2.217  0.111
63 H 4.660 -3.020 -2.088  0.073
64 H -4.691 -3.768 -1.499  0.107
65 H 0.910 -2.334 -5.285  0.139
66 H 0.190 -2.587 3.973  0.060
67 H 2.411 1.063 0.426  0.085
68 H 2.829 0.573 2.060  0.071
69 H 0.153 1.688 1.232  0.026
70 H 0.027 4.132 3.017  0.153
71 H -1.159 3.940 -1.723  0.083
72 H -2.917 1.004 1.559  0.010
73 H -1.089 0.229 -1.895  0.092
74 H -0.922 -2.142 -1.113  0.100
75 H 3.370 -1.788 -0.043  0.050
76 H 1.758 1.016 3.397  0.091
77 H 2.592 -1.106 1.134  -0.001
78 H 0.572 1.988 2.841  0.049
79 H 0.486 1.863 -1.130  0.138
80 H 1.269 0.432 1.759  0.017
81 H -3.632 1.003 -1.962  0.081
82 H -0.323 -0.663 0.668  0.045
83 H 1.386 -0.584 -1.640  0.047
84 H -0.163 -1.916 -3.942  0.127
85 H 3.532 -3.468 -3.441  0.078
86 H -1.471 4.365 0.006  0.021
87 H -0.625 1.721 3.568  0.044
88 H 3.300 -1.982 -2.330  0.017

***

Record 2
# C28H49BrNO3P3Pt

C28H49BrNO3P3Pt as an isolated structure at a distorted geometry (wB97M-V/def2-TZVPD, the OMol25 dataset).

The calculated total energy is -138606.2429 eV. The charge is +2. Its HOMO-LUMO gap (alpha / beta) is 7.4423 / 5.1906 eV. Its strongest force on any atom is 1.94 eV/Å. The energy above the lowest of the compared OMol25 structures with the same formula, charge and spin is 0.0 kcal/mol. The multiplicity is 3.

Last column: Mulliken spin population.
Geometry (Å):
1 Pt -0.166 -0.048 0.190  0.716
2 Br 3.777 0.518 -6.033  0.024
3 P -0.315 1.451 -1.830  0.032
4 P -2.106 -1.031 1.008  0.075
5 P 0.294 1.422 1.915  0.133
6 O -3.291 -0.089 0.402  0.062
7 O -2.465 -2.459 0.376  0.008
8 O -2.452 -1.076 2.571  0.004
9 N 1.552 -3.946 3.769  0.024
10 C 2.163 -0.790 -0.275  0.091
11 C -2.472 -2.116 3.630  0.001
12 C 1.009 3.566 -3.342  0.003
13 C 1.273 2.944 1.563  0.040
14 C 0.599 -4.259 2.889  -0.008
15 C -1.500 2.832 -1.513  0.025
16 C -1.194 2.060 2.784  0.020
17 C 0.466 -3.589 1.665  0.008
18 C -0.931 0.536 -3.320  0.025
19 C 2.615 -0.589 -1.633  0.123
20 C -0.702 1.082 -4.735  0.015
21 C 2.441 -3.007 3.462  -0.009
22 C 3.765 0.206 -1.879  0.067
23 C 4.165 0.474 -3.182  -0.027
24 C 1.195 2.294 -2.502  0.008
25 C -3.521 -0.384 -1.011  0.040
26 C 1.167 -1.777 0.090  0.161
27 C 2.688 2.658 1.063  0.011
28 C -2.948 -3.763 0.814  0.006
29 C -2.298 3.397 -2.694  0.006
30 C 1.348 -2.540 1.366  0.111
31 C 1.262 0.775 3.343  0.041
32 C -2.152 2.909 1.955  0.017
33 C 0.544 -0.257 4.203  0.001
34 C 2.342 -0.926 -4.024  -0.017
35 C 3.399 -0.036 -4.235  0.103
36 C 1.939 -1.187 -2.719  0.075
37 C 2.403 -2.282 2.256  0.027
38 H -1.659 3.866 -3.453  -0.001
39 H 1.833 -1.391 -4.859  0.002
40 H 1.513 1.652 3.961  -0.001
41 H -2.681 -0.933 -1.482  -0.023
42 H 1.732 1.529 -3.082  0.008
43 H -3.996 -3.921 0.511  0.001
44 H 2.837 -0.424 0.496  -0.019
45 H 3.194 3.602 0.820  0.001
46 H -1.188 0.409 -5.455  0.001
47 H -2.852 -3.931 1.903  0.000
48 H 3.295 2.145 1.821  -0.002
49 H -2.975 4.179 -2.323  0.001
50 H 0.363 1.107 -5.003  0.000
51 H 0.644 -2.345 -0.692  -0.019
52 H -2.147 -1.613 4.554  0.000
53 H 0.203 -1.111 3.602  0.000
54 H 3.183 -1.554 2.051  0.000
55 H 0.421 3.389 -4.252  0.000
56 H 0.539 4.374 -2.765  0.000
57 H 1.834 2.521 -1.637  0.010
58 H -1.633 3.705 1.406  -0.003
59 H 4.331 0.599 -1.035  0.000
60 H -2.716 2.283 1.253  -0.003
61 H -0.445 -0.450 -3.254  0.017
62 H 3.229 -2.787 4.186  0.000
63 H 0.702 3.554 0.846  -0.005
64 H -1.824 -3.003 3.487  0.000
65 H -1.716 1.175 3.177  -0.002
66 H 1.311 3.507 2.511  0.002
67 H -2.918 2.629 -3.175  0.000
68 H -0.809 2.636 3.639  0.004
69 H -2.191 2.463 -0.741  0.005
70 H -1.146 2.073 -4.896  -0.001
71 H -3.508 -2.451 3.759  0.000
72 H 1.241 -0.648 4.955  0.002
73 H 5.036 1.089 -3.385  0.001
74 H 2.206 0.371 2.947  0.001
75 H -2.004 0.375 -3.144  0.002
76 H 2.674 2.038 0.158  -0.007
77 H 1.993 3.928 -3.669  -0.001
78 H -0.311 0.172 4.743  -0.002
79 H -4.438 -0.984 -1.096  0.001
80 H -3.616 0.586 -1.519  0.006
81 H -0.090 -5.069 3.142  0.000
82 H 1.120 -1.880 -2.541  -0.017
83 H -0.913 3.634 -1.037  -0.001
84 H -2.883 3.383 2.620  0.001
85 H -2.321 -4.496 0.293  0.000
86 H -0.293 -3.884 0.948  -0.001